No. 1
Here is 2 unconnected molecules or ions with the total composition C4H12NO2P at a distorted geometry from the Open Molecules 2025 dataset. Energies are from ωB97M-V/def2-TZVPD.

The geometry in XYZ format:
```
20
C4H12NO2P (ωB97M-V/def2-TZVPD)
C -1.03038 -2.05551 0.34941
C 0.23910 -0.34385 1.73664
C 0.16199 -1.20465 0.52633
C 1.11582 -1.05889 -0.36754
N 1.10593 -1.69347 -1.66004
O -0.74303 3.22895 -0.50500
O 1.61233 2.27044 -0.85834
P 0.84785 3.72656 -0.85256
H -1.49642 -2.14850 -0.71425
H -0.78969 -3.02094 0.63105
H -1.77749 -1.64911 1.04824
H -0.27288 0.61833 1.59331
H -0.23097 -0.83466 2.67158
H 1.27588 -0.17671 1.92572
H -1.18793 4.12857 -0.38023
H 2.01396 -0.53445 -0.25881
H 2.21298 2.24521 -0.12415
H 1.69212 -1.19221 -2.33065
H 0.25288 -1.90620 -2.08976
H 0.49544 3.87094 -2.26882
```

2S+1: 3
Gap between HOMO and LUMO (spin up / spin down): 4.3 / 8.6 eV
E_HOMO (spin up / spin down): -3.6 / -9.2 eV
Net charge: 0
LUMO (spin up / spin down): 0.758 / -0.640 eV



No. 2
Here is a molecular structure, C13H12N8O4OsS4 from the Open Molecules 2025 dataset. Energies are from ωB97M-V/def2-TZVPD.

The geometry in XYZ format:
```
42
C13H12N8O4OsS4 (ωB97M-V/def2-TZVPD)
Os 0.41636 1.56113 -0.55614
N -2.96461 0.66711 -0.89393
N -3.14629 0.61687 -2.28019
C -2.15853 0.90916 -3.12943
N -2.41531 0.88565 -4.42833
N -0.96113 1.20617 -2.56526
N 0.06569 1.53959 -3.35112
O 0.09408 1.58423 -4.54942
O 1.08534 1.80550 -2.64485
H -3.30381 -0.19890 -0.49050
H -3.49723 1.44393 -0.51494
H -4.06567 0.43141 -2.65883
H -3.33638 0.67109 -4.77586
H -1.68218 1.10933 -5.08583
S 2.81508 2.55927 -0.20630
S 2.79002 4.23207 -1.22116
S 0.86409 4.79276 -1.68993
S -0.34279 3.72199 -0.45922
O 2.56190 -4.55159 2.34068
N 1.54608 -4.11944 2.84427
O 0.86437 -4.67157 3.66934
C 1.13058 -2.75826 2.43069
C 0.54585 -1.99833 3.37223
C 0.16049 -0.64953 3.07037
C -0.39277 0.22682 4.02400
C -0.70551 1.51083 3.65871
C -0.47562 1.92419 2.34701
N 0.03083 1.10850 1.42324
C 0.35589 -0.17155 1.78230
C 0.94650 -1.00946 0.78231
N 1.09874 -0.44648 -0.44958
C 1.70708 -1.13954 -1.40124
C 2.15744 -2.44243 -1.18627
C 1.99277 -3.02996 0.04132
C 1.37587 -2.29972 1.08413
H 0.37385 -2.40692 4.35943
H -0.55591 -0.11640 5.03810
H -1.11677 2.21499 4.36750
H -0.68855 2.93557 2.02948
H 1.83948 -0.64290 -2.35379
H 2.64311 -2.97224 -1.99308
H 2.34755 -4.03295 0.22009
```

2S+1: 5
Gap between HOMO and LUMO (spin up / spin down): 6.8 / 6.6 eV
E_HOMO (spin up / spin down): -13.7 / -14.8 eV
Net charge: +2
LUMO (spin up / spin down): -6.866 / -8.142 eV



No. 3
Here is C8H10F3NO in the gas phase at a distorted geometry from the Open Molecules 2025 dataset. Energies are from ωB97M-V/def2-TZVPD.

The geometry in XYZ format:
```
23
C8H10F3NO (ωB97M-V/def2-TZVPD)
C -1.37248 -1.11269 -0.95857
C -2.72380 -0.97240 -0.95783
C -1.96066 0.75467 0.08839
C -0.86332 0.02242 -0.26365
C 0.80263 1.47719 1.36185
C 1.17809 -1.69680 1.13146
C 0.58134 0.34719 -0.07053
C 1.06582 1.19741 -1.23896
N 1.50206 -0.73237 0.10163
O -3.08309 0.15253 -0.32620
F 0.35896 2.32628 -1.38925
F 2.34943 1.56008 -1.12515
F 0.97065 0.53896 -2.41362
H -0.80444 -1.90589 -1.40100
H -3.50349 -1.58519 -1.36391
H -2.06114 1.68473 0.60904
H 1.86494 1.48384 1.54215
H 0.42045 2.43766 1.05795
H 0.23626 1.04808 2.17320
H 0.18455 -2.14887 1.01815
H 1.92888 -2.48455 1.10477
H 1.22646 -1.20412 2.10101
H 1.70189 -1.18816 -0.78095
```

Gap between HOMO and LUMO: 9.7 eV
E_HOMO: -8.9 eV
Net charge: 0
LUMO: 0.820 eV
SMILES string: CN[C@](C)(c1ccoc1)C(F)(F)F



No. 4
Here is 3 unconnected molecules or ions with the total composition C6H17NO3 at a distorted geometry from the Open Molecules 2025 dataset. Energies are from ωB97M-V/def2-TZVPD.

The geometry in XYZ format:
```
27
C6H17NO3 (ωB97M-V/def2-TZVPD)
C 0.17037 0.98947 -2.85062
O -0.43358 0.13679 -3.95925
C -0.77866 0.76695 -1.64509
C 0.02441 0.36863 -0.37214
C -0.95255 -0.00553 0.74111
C -1.79897 0.92511 1.28242
N -2.52160 0.85457 2.51129
C -0.85621 -1.46318 1.30516
H 1.20979 0.63544 -2.71905
H 0.10654 2.01609 -3.30011
H -1.37271 0.07295 -3.85564
H -1.30597 -0.19765 -1.83048
H -1.51472 1.55667 -1.60899
H 0.58705 1.26046 0.04887
H 0.78717 -0.45005 -0.64718
H -1.83902 1.95837 0.84609
H -2.91391 -0.00511 2.80575
H -3.10910 1.65727 2.81508
H 0.16026 -1.63625 1.45371
H -1.42724 -1.71355 2.23302
H -1.23495 -2.11246 0.51976
H 3.82431 -1.15710 0.59114
H 3.72066 -0.69714 -0.91262
O 4.14138 -1.33283 -0.28619
H 2.99024 -1.01742 2.86916
H 1.66231 -0.79819 1.98890
O 2.67468 -0.61234 1.97589
```

Gap between HOMO and LUMO: 8.5 eV
E_HOMO: -8.0 eV
Net charge: 0
LUMO: 0.495 eV
SMILES string: C/C(=C\N)CCCO.O.O



No. 5
Here is a molecular structure, C9H23KO9S2 at a distorted geometry from the Open Molecules 2025 dataset. Energies are from ωB97M-V/def2-TZVPD.

The geometry in XYZ format:
```
44
C9H23KO9S2 (ωB97M-V/def2-TZVPD)
K -0.24154 0.18149 -0.20212
C 0.99544 1.69417 -3.47392
C 0.57071 1.45019 -2.09887
O 1.30055 1.92222 -1.19511
O -0.53084 0.94349 -1.81627
H 0.55762 2.60755 -3.87662
H 0.47240 0.98563 -4.11619
H 2.00243 1.55936 -3.86874
C 1.40005 1.61985 1.10332
O 1.76733 0.65407 0.24172
H 1.29729 1.08963 2.05011
H 2.20085 2.35921 1.11648
H 0.39830 1.97108 0.85583
H 1.95703 1.09495 -0.58969
O -4.44342 -0.52294 0.25883
S -3.08619 -0.59590 0.78265
O -2.04088 -0.60249 -0.23895
O -2.85601 0.57785 1.88871
C -3.94422 0.90439 2.72053
C -3.76899 2.15809 3.59500
C -2.84618 -2.08794 1.83381
H -4.19533 0.08590 3.39515
H -4.92353 0.94287 2.24349
H -3.09086 1.98695 4.43103
H -4.78894 2.35846 3.92314
H -3.40665 2.99793 3.00215
H -1.93996 -1.82136 2.37769
H -2.72130 -2.92113 1.14222
H -3.68644 -2.21119 2.51708
O 0.14026 -1.89632 -0.87237
S 1.36576 -2.69760 -0.83190
O 1.29483 -4.16272 -0.90674
O 2.31133 -2.05770 -2.05648
C 2.30761 -0.67172 -2.17831
C 3.69373 -0.26620 -2.48090
C 2.51756 -2.24134 0.59654
H 2.00557 -0.13976 -1.27615
H 1.51129 -0.41616 -2.87737
H 3.80553 0.81799 -2.49254
H 4.10284 -0.54456 -3.45210
H 4.33082 -0.71835 -1.72079
H 3.53858 -2.24525 0.21497
H 2.29355 -2.93152 1.40992
H 2.37203 -1.21121 0.92174
```

Gap between HOMO and LUMO: 8.7 eV
E_HOMO: -8.7 eV
Net charge: 0
LUMO: -0.060 eV



No. 6
Here is a molecular structure, C3H6NS at a distorted geometry from the Open Molecules 2025 dataset. Energies are from ωB97M-V/def2-TZVPD.

The geometry in XYZ format:
```
11
C3H6NS (ωB97M-V/def2-TZVPD)
C -0.27073 -1.21828 0.01120
C -1.56569 -0.99491 -0.16948
C 0.04144 0.18170 0.35254
N 1.14869 0.87833 -0.38035
S -1.61423 0.75706 -0.01129
H 0.34263 -2.11684 0.00050
H -2.60996 -1.57622 -0.19130
H 0.04825 0.71198 2.02935
H 1.74531 0.24236 -0.95720
H 1.78649 1.38362 0.31529
H 0.94780 1.75122 -0.99925
```

Gap between HOMO and LUMO: 8.4 eV
E_HOMO: -13.3 eV
Net charge: +1
LUMO: -4.886 eV



No. 7
Here is 13 unconnected molecules or ions with the total composition C52H78O39 at a distorted geometry from the Open Molecules 2025 dataset. Energies are from ωB97M-V/def2-TZVPD.

The geometry in XYZ format:
```
169
C52H78O39 (ωB97M-V/def2-TZVPD)
C 1.62133 1.65472 -5.00667
C 3.06684 1.20203 -4.87816
C 3.54062 0.07277 -5.79195
O 4.72768 0.59463 -6.34134
C 4.96348 1.83449 -6.10247
O 5.95232 2.42849 -6.56746
O 3.88076 2.25388 -5.30168
H 1.36151 2.52652 -4.40621
H 0.91374 0.88031 -4.71053
H 1.49378 1.95057 -6.04798
H 3.23512 0.82505 -3.86936
H 2.87936 -0.14749 -6.62999
H 3.60169 -0.88604 -5.27713
C -0.93757 -6.52791 -0.01718
C -2.35922 -7.25234 -0.08428
C -3.30235 -6.54439 -0.98108
O -4.06231 -7.64368 -1.34158
C -3.47415 -8.80858 -0.95768
O -3.86821 -9.92164 -1.12605
O -2.25695 -8.53534 -0.50107
H -0.57500 -6.15696 -0.97585
H -0.19798 -7.09306 0.55002
H -1.00024 -5.53964 0.43835
H -2.79926 -7.26015 0.91292
H -2.78160 -6.17897 -1.86617
H -3.78912 -5.68388 -0.52207
C 2.58348 6.49837 3.26619
C 2.40519 5.08347 2.74309
C 2.12187 4.03062 3.83830
O 1.24780 3.21194 3.17852
C 0.78161 3.76947 2.02190
O -0.15224 3.36079 1.30602
O 1.31704 4.93426 1.93058
H 1.65948 6.76337 3.78008
H 2.64920 7.28434 2.51384
H 3.49682 6.45167 3.85926
H 3.35429 4.78402 2.29852
H 1.68104 4.57542 4.67315
H 3.10430 3.59202 4.01312
C -3.95027 0.92741 -2.43072
C -3.62299 0.30020 -3.82305
C -4.16998 -1.03092 -4.11134
O -4.85042 -0.88374 -5.31661
C -4.89765 0.38125 -5.72068
O -5.62162 0.79380 -6.58476
O -4.18871 1.14389 -4.80856
H -4.99566 1.13247 -2.20005
H -3.34975 1.82717 -2.29694
H -3.58215 0.21383 -1.69357
H -2.54127 0.34451 -3.94963
H -4.87597 -1.39966 -3.36725
H -3.39412 -1.78669 -4.23357
C 1.34445 -5.10494 3.39266
C 1.15282 -6.08781 4.49417
C 1.85724 -7.46345 4.40778
O 2.41339 -7.60305 5.69320
C 2.45095 -6.41348 6.32066
O 2.96858 -6.13350 7.34361
O 1.72780 -5.47208 5.64302
H 1.03186 -5.61282 2.48027
H 2.37801 -4.77428 3.29011
H 0.81352 -4.16791 3.56060
H 0.13407 -6.33444 4.79322
H 2.57102 -7.53641 3.58723
H 1.08425 -8.22683 4.31929
C 6.07885 4.22798 -0.89831
C 4.70913 4.90457 -0.88738
C 4.22137 5.37339 -2.30795
O 2.90674 4.93879 -2.36400
C 2.67640 4.01038 -1.39327
O 1.69519 3.32133 -1.24932
O 3.79379 3.88594 -0.59804
H 6.25432 3.67707 0.02572
H 6.82375 5.02373 -0.89662
H 6.13511 3.48915 -1.69772
H 4.60715 5.60171 -0.05569
H 4.86039 4.95435 -3.08522
H 4.30262 6.45261 -2.43744
C -1.92264 3.35608 -5.19508
C -2.23022 4.26533 -4.00807
C -1.26662 4.17561 -2.85396
O -0.75578 5.44235 -2.65515
C -1.32687 6.29657 -3.63109
O -1.05125 7.48922 -3.77891
O -2.14020 5.56146 -4.44301
H -2.82967 3.34249 -5.79941
H -1.63969 2.39789 -4.75930
H -1.09776 3.68893 -5.82508
H -3.26238 4.13460 -3.68302
H -0.40150 3.59713 -3.17802
H -1.70207 3.76532 -1.94284
C -2.10866 5.93583 2.86902
C -3.14918 5.13566 1.96214
C -2.91105 5.07961 0.44687
O -3.18118 3.77189 0.03557
C -3.32333 3.02200 1.17613
O -3.67561 1.84610 1.22604
O -3.14175 3.79593 2.26093
H -1.89579 6.94971 2.53015
H -1.15613 5.40615 2.88457
H -2.51888 5.86229 3.87619
H -4.18779 5.42101 2.12943
H -1.83044 5.17265 0.33861
H -3.23543 5.93260 -0.14920
C -0.04945 -3.95019 -2.45509
C 0.40523 -2.78792 -3.35551
C 1.11753 -3.22470 -4.65768
O 0.50636 -2.44343 -5.59144
C -0.42352 -1.65743 -5.07960
O -0.95580 -0.83413 -5.75853
O -0.66859 -1.91321 -3.80305
H 0.56516 -4.29614 -1.62401
H -0.37125 -4.79784 -3.06009
H -0.91737 -3.52426 -1.95169
H 1.11669 -2.24104 -2.73676
H 1.09702 -4.29233 -4.87642
H 2.17794 -3.01112 -4.52347
C 3.73684 -2.37935 4.85688
C 4.16664 -1.79858 3.56229
C 3.17797 -2.01443 2.37730
O 2.91905 -0.68785 1.98181
C 3.51462 0.21465 2.77840
O 3.42965 1.42933 2.59368
O 4.16757 -0.40945 3.75465
H 4.35507 -2.20910 5.73830
H 3.80119 -3.46255 4.75369
H 2.77696 -1.99843 5.20564
H 5.16431 -2.12185 3.26522
H 2.20824 -2.38704 2.70726
H 3.50546 -2.55216 1.48753
C -1.90800 1.99582 5.10214
C -1.09773 0.96821 4.34457
C 0.27467 0.77903 4.96515
O 0.29153 -0.58513 5.21762
C -0.82393 -1.27576 4.86136
O -0.84953 -2.50670 4.95600
O -1.75339 -0.33055 4.43167
H -1.58539 3.02248 4.92896
H -1.63779 1.91889 6.15531
H -2.99057 1.87120 5.07697
H -0.85942 1.25439 3.32016
H 0.30311 1.26353 5.94114
H 1.14122 1.14882 4.41701
C -2.90409 -3.76454 2.79002
C -3.74727 -3.04052 1.73668
C -3.65498 -1.53916 1.45476
O -3.49143 -1.44136 0.04044
C -3.57247 -2.67578 -0.47635
O -3.63284 -2.82132 -1.71794
O -3.51749 -3.62175 0.46503
H -1.84097 -3.66835 2.56955
H -3.02568 -4.84219 2.89943
H -2.91939 -3.41683 3.82296
H -4.78835 -3.25461 1.97839
H -2.95735 -1.10071 2.16832
H -4.62388 -1.05131 1.56121
C -0.22874 0.58378 -1.48504
C 0.47061 -0.06202 -0.38184
C 0.00358 0.38677 0.95248
O -0.23054 -0.91654 1.50821
C 0.07158 -1.93667 0.65807
O 0.10457 -3.12666 0.92572
O 0.40729 -1.40829 -0.51081
H -0.35691 1.63799 -1.23945
H -1.25323 0.21207 -1.46574
H 0.28290 0.51579 -2.44509
H 1.51196 0.25724 -0.33997
H -0.97778 0.85856 0.90293
H 0.74814 0.94158 1.52336
```

Gap between HOMO and LUMO: 10.0 eV
E_HOMO: -10.3 eV
Net charge: 0
LUMO: -0.247 eV



No. 8
Here is C8H13NS2 in the gas phase at a distorted geometry from the Open Molecules 2025 dataset. Energies are from ωB97M-V/def2-TZVPD.

The geometry in XYZ format:
```
24
C8H13NS2 (ωB97M-V/def2-TZVPD)
C 2.41073 -0.97183 0.96853
C -1.86833 -0.45806 -0.97907
C -1.41402 -1.41989 0.01337
C -2.31197 -1.14291 -2.18104
C 1.10365 -0.57148 0.74201
C 1.19504 1.43309 2.21144
C 1.55071 1.63495 -0.34368
C 0.78176 0.88669 0.81027
N 3.52376 -1.22540 1.14014
S 0.35450 -1.85229 -0.09720
S -1.11427 -2.20250 -3.16261
H -2.72147 0.05122 -0.58594
H -0.91514 0.30994 -1.11762
H -1.53401 -1.17894 1.05505
H -1.92241 -2.37065 -0.27840
H -3.16988 -1.71888 -1.97228
H -2.46218 -0.29168 -2.80073
H 0.68924 0.84229 2.93802
H 0.93451 2.59379 2.44120
H 2.27126 1.27796 2.35627
H 2.57782 1.63427 -0.09415
H 1.06450 2.53362 -0.47736
H 1.38115 1.14741 -1.25076
H -0.40496 1.05928 0.66454
```

Gap between HOMO and LUMO (spin up / spin down): 8.5 / 5.7 eV
E_HOMO (spin up / spin down): -9.5 / -7.8 eV
Net charge: 0
LUMO (spin up / spin down): -0.952 / -2.082 eV



Summary of E_tot in eV
-19211.695, -79574.657, -20147.321, -14128.311, -66119.441, -15521.812, -135040.702, -31663.262
(order as listed above)
Summary of ΔE to the lowest compared entry with this formula, charge and spin in kJ/mol
155.4, 0.0, 17.1, 317.4, 447.7, 267.6, 629.3, 255.1
(order as listed above)